1.
Molecular formula: C43H42BN2O3PS2Ti
Method: DFT, the ωB97M-V functional and the def2-TZVPD basis

Element x y z (Å)
Ti1 0.031 -1.109 -0.785
S1 -0.735 -3.591 -0.966
C1 0.498 -4.495 -0.135
C2 0.270 -5.846 0.141
C3 1.199 -6.645 0.798
C4 0.901 -8.022 1.048
N1 0.646 -9.130 1.239
C5 2.421 -6.075 1.199
C6 2.660 -4.735 0.931
C7 1.730 -3.914 0.279
S2 2.123 -2.244 0.013
C8 3.418 -6.853 1.874
N2 4.231 -7.463 2.416
H1 -0.672 -6.281 -0.168
H2 3.598 -4.293 1.242
C9 -6.385 -0.974 1.079
C10 -5.915 -1.211 2.488
C11 -6.845 -1.322 3.515
C12 -6.454 -1.527 4.831
C13 -5.105 -1.618 5.130
C14 -4.164 -1.508 4.115
C15 -4.542 -1.306 2.789
P1 -3.346 -1.215 1.382
C16 -1.789 -1.651 2.259
C17 -1.696 -3.035 2.449
C18 -0.626 -3.617 3.103
C19 0.408 -2.807 3.547
C20 0.347 -1.443 3.332
C21 -0.737 -0.832 2.697
C22 -0.685 0.662 2.498
C23 -3.327 0.586 1.100
C24 -3.933 1.481 1.977
C25 -3.915 2.852 1.767
C26 -3.263 3.330 0.633
C27 -2.676 2.463 -0.261
C28 -2.677 1.055 -0.086
C29 -1.967 0.238 -1.040
H3 -7.473 -1.031 1.020
H4 -5.951 -1.709 0.397
H5 -6.065 0.007 0.721
H6 -7.901 -1.249 3.273
H7 -7.200 -1.615 5.613
H8 -4.779 -1.775 6.152
H9 -3.111 -1.580 4.356
H10 -2.480 -3.668 2.046
H11 -0.581 -4.692 3.220
H12 1.279 -3.240 4.024
H13 1.177 -0.817 3.639
H14 0.272 1.044 2.854
H15 -1.488 1.175 3.029
H16 -0.765 0.934 1.444
H17 -4.427 1.096 2.861
H18 -4.388 3.527 2.469
H19 -3.217 4.398 0.446
H20 -2.170 2.861 -1.134
H21 -1.747 0.801 -1.949
H22 -2.454 -0.722 -1.262
C30 -0.694 -1.654 -5.253
C31 -0.107 -0.242 -5.293
C32 0.435 -0.049 -3.872
O1 -0.178 -1.071 -3.071
C33 -1.198 -1.726 -3.823
H23 0.086 -2.404 -5.402
H24 -1.482 -1.817 -5.990
H25 -0.900 0.481 -5.497
H26 0.669 -0.115 -6.048
H27 0.187 0.926 -3.451
H28 1.513 -0.184 -3.795
H29 -2.147 -1.189 -3.706
H30 -1.296 -2.733 -3.423
C34 6.624 5.474 -1.060
C35 5.644 5.136 -2.192
C36 6.410 4.357 -3.262
C37 5.141 6.440 -2.827
C38 4.461 4.341 -1.631
C39 3.653 4.921 -0.653
C40 2.563 4.253 -0.089
C41 2.299 2.976 -0.531
O2 1.323 2.118 -0.162
B1 1.471 0.892 -0.921
O3 2.629 1.141 -1.765
C42 3.093 2.384 -1.505
C43 4.169 3.040 -2.065
H31 7.475 6.043 -1.447
H32 7.000 4.560 -0.597
H33 6.142 6.067 -0.283
H34 7.240 4.965 -3.632
H35 5.771 4.107 -4.110
H36 6.825 3.430 -2.863
H37 5.979 7.018 -3.231
H38 4.619 7.061 -2.099
H39 4.446 6.225 -3.641
H40 3.870 5.926 -0.309
H41 1.946 4.718 0.669
H42 4.761 2.535 -2.816

## Properties
**LUMO energy (alpha / beta)**: 3.6441 / 3.6440 eV
**Spin multiplicity**: 3
**Expectation value of S²**: 2.006
**HOMO level (alpha / beta)**: -0.6 / -1.7 eV
**Charge**: -2
**Frontier orbital gap (alpha / beta)**: 4.3 / 5.3 eV
**ΔE to the lowest compared entry with this formula, charge and spin**: 42.9 kJ/mol

2.
Molecular formula: C23H48NOP3SeYb
Method: DFT, the ωB97M-V functional and the def2-TZVPD basis

Element x y z (Å)
Yb1 -0.528 -0.471 -1.769
P1 0.146 2.942 -1.282
P2 0.321 1.291 2.486
P3 -2.397 1.075 1.125
H1 -3.165 -4.661 -4.055
C1 -3.804 -3.900 -4.531
C2 -3.253 -2.685 -4.788
H2 -2.175 -2.488 -4.625
C3 1.531 2.131 -2.049
C4 0.741 4.314 -0.290
C5 -0.862 3.674 -2.590
C6 0.170 0.071 3.880
C7 2.151 1.299 2.379
C8 -0.021 2.885 3.344
C9 -3.577 0.422 -0.111
C10 -2.802 2.869 1.074
C11 -3.290 0.596 2.657
H3 -4.866 -4.225 -4.689
H4 -3.851 -1.878 -5.217
H5 1.554 1.050 -1.805
H6 2.468 2.558 -1.665
H7 1.550 2.208 -3.148
H8 1.613 4.032 0.323
H9 -0.063 4.730 0.346
H10 1.045 5.089 -1.017
H11 -0.812 3.126 -3.547
H12 -0.502 4.697 -2.800
H13 -1.912 3.762 -2.280
H14 0.695 0.445 4.773
H15 0.604 -0.889 3.556
H16 -0.889 -0.123 4.093
H17 2.613 1.513 3.354
H18 2.505 2.036 1.649
H19 2.483 0.314 2.040
H20 0.640 2.981 4.219
H21 -1.076 2.937 3.653
H22 0.154 3.717 2.644
H23 -4.585 0.628 0.272
H24 -3.472 -0.660 -0.237
H25 -3.458 0.907 -1.088
H26 -3.884 3.005 1.194
H27 -2.493 3.314 0.121
H28 -2.288 3.419 1.869
H29 -4.347 0.892 2.590
H30 -2.851 1.054 3.551
H31 -3.232 -0.490 2.778
C12 -1.862 -2.511 0.505
C13 -1.816 -2.841 -0.870
C14 -2.983 -3.222 -1.499
C15 -4.152 -3.467 -0.762
C16 -4.143 -3.328 0.638
C17 -3.003 -2.830 1.283
Se1 -0.527 -1.281 1.109
H32 -0.502 2.000 -0.369
H33 -0.849 -2.820 -1.392
H34 -2.969 -3.358 -2.584
H35 -5.077 -3.816 -1.239
H36 -5.015 -3.639 1.232
H37 -2.995 -2.649 2.363
O1 1.498 -0.744 -1.220
C18 2.712 -0.988 -0.826
C19 3.712 0.103 -0.540
C20 4.686 -0.142 0.627
C21 5.842 -1.056 0.258
C22 5.393 -2.513 0.160
C23 4.382 -2.815 -0.940
N1 3.043 -2.274 -0.707
H38 4.263 0.245 -1.491
H39 3.179 1.045 -0.339
H40 5.080 0.828 0.966
H41 4.134 -0.559 1.481
H42 6.289 -0.734 -0.691
H43 6.626 -0.960 1.021
H44 6.271 -3.128 -0.057
H45 4.998 -2.855 1.124
H46 4.785 -2.422 -1.891
H47 4.250 -3.900 -1.015
H48 2.225 -2.881 -0.722

## Properties
**LUMO energy (alpha / beta)**: -9.5627 / -10.0500 eV
**Spin multiplicity**: 2
**Expectation value of S²**: 0.763
**HOMO level (alpha / beta)**: -15.5 / -15.5 eV
**Charge**: +3
**Frontier orbital gap (alpha / beta)**: 5.9 / 5.4 eV
**ΔE to the lowest compared entry with this formula, charge and spin**: 171.0 kJ/mol

3.
Molecular formula: C4H15N2O
Method: DFT, the ωB97M-V functional and the def2-TZVPD basis

Element x y z (Å)
C1 -0.644 -1.006 -0.281
C2 -0.787 0.043 -1.400
C3 -0.185 1.419 -1.160
C4 1.384 1.386 -1.049
N1 2.058 0.503 -1.949
N2 -1.400 -0.618 0.959
H1 0.411 -1.083 -0.038
H2 -1.097 -1.948 -0.577
H3 -0.497 -0.461 -2.319
H4 -1.870 0.131 -1.554
H5 -0.467 1.789 -0.175
H6 -0.473 2.129 -1.921
H7 1.800 2.401 -1.216
H8 1.646 1.104 -0.031
H9 2.051 0.720 -2.955
H10 3.059 0.421 -1.727
H11 -2.413 -0.752 0.877
H12 -1.142 -1.234 1.748
H13 -1.270 0.269 1.461
H14 -0.395 -1.044 4.554
H15 0.360 -2.342 4.704
O1 -0.130 -1.826 4.049

## Properties
**LUMO energy (alpha / beta)**: -6.7720 / -12.3311 eV
**Spin multiplicity**: 2
**Expectation value of S²**: 0.754
**HOMO level (alpha / beta)**: -17.6 / -17.6 eV
**Charge**: +2
**Frontier orbital gap (alpha / beta)**: 10.8 / 5.3 eV
**ΔE to the lowest compared entry with this formula, charge and spin**: 80.4 kJ/mol

4.
Molecular formula: C4H5FS
Method: DFT, the ωB97M-V functional and the def2-TZVPD basis

Element x y z (Å)
C1 -1.026 0.062 0.453
C2 -0.866 0.466 1.670
C3 -0.246 -0.221 -0.749
C4 1.295 -0.018 -0.611
F1 -1.508 0.950 2.629
S1 1.932 -0.221 1.127
H1 -2.029 -0.070 0.108
H2 -0.209 -1.366 -0.893
H3 -0.819 0.172 -1.675
H4 1.855 -0.702 -1.220
H5 1.622 0.948 -0.838

## Properties
**LUMO energy (alpha / beta)**: -1.5918 / -1.5906 eV
**Spin multiplicity**: 1
**HOMO level (alpha / beta)**: -8.3 / -8.3 eV
**Frontier orbital gap (alpha / beta)**: 6.7 / 6.7 eV
**ΔE to the lowest compared entry with this formula, charge and spin**: 441.4 kJ/mol

5.
Molecular formula: C2H8P2S
Method: DFT, the ωB97M-V functional and the def2-TZVPD basis

Element x y z (Å)
C1 3.241 0.718 -0.517
P1 1.913 -0.578 -0.515
S1 0.897 0.008 1.340
P2 2.208 -1.579 1.424
H1 4.268 0.543 0.077
H2 3.321 0.814 -1.586
H3 2.892 1.605 -0.128
H4 1.402 -2.871 1.143
C2 -4.045 0.274 -0.246
H5 -4.361 1.187 -0.515
H6 -4.852 -0.336 0.184
H7 -3.191 0.336 0.476
H8 -3.694 -0.119 -1.138

## Properties
**LUMO energy**: 0.5481 eV
**Spin multiplicity**: 1
**HOMO level**: -8.9 eV
**Frontier orbital gap**: 9.4 eV
**ΔE to the lowest compared entry with this formula, charge and spin**: 93.0 kJ/mol
**SMILES**: CP1#S#[PH]1.C

6.
Molecular formula: C12H31AgN2O6
Method: DFT, the ωB97M-V functional and the def2-TZVPD basis

Element x y z (Å)
Ag1 -1.125 1.628 1.347
C1 -1.044 4.511 6.770
O1 -1.459 4.445 5.423
H1 -0.333 5.326 6.907
H2 -1.913 4.816 7.352
H3 -0.652 3.609 7.239
C2 -3.309 4.700 -3.406
O2 -2.943 4.747 -1.987
H4 -2.629 5.195 -4.099
H5 -3.411 3.715 -3.862
H6 -4.317 5.077 -3.583
C3 -6.651 -2.482 2.664
C4 -5.517 -1.480 2.387
O3 -4.373 -1.920 2.305
O4 -5.666 -0.249 2.286
H7 -7.607 -1.958 2.628
H8 -6.580 -3.031 3.603
H9 -6.654 -3.148 1.801
C5 0.731 -1.626 -5.300
C6 -0.183 -2.252 -4.263
C7 -0.068 -3.800 -4.367
O5 -0.593 -4.203 -5.600
C8 -0.828 -5.609 -5.883
N1 0.196 -1.866 -2.897
H10 0.671 -0.538 -5.324
H11 0.568 -2.053 -6.290
H12 1.784 -1.793 -5.070
H13 -1.203 -1.912 -4.440
H14 -0.502 -4.269 -3.484
H15 0.953 -4.177 -4.297
H16 -1.574 -6.061 -5.230
H17 0.072 -6.208 -5.748
H18 -1.219 -5.803 -6.881
H19 1.064 -2.319 -2.648
H20 -0.541 -2.401 -2.460
C9 5.543 2.657 1.849
C10 4.217 1.878 1.708
C11 3.960 0.932 2.958
O6 2.708 0.309 2.963
C12 2.666 -0.691 4.015
N2 3.032 2.727 1.603
H21 5.288 3.600 2.333
H22 5.964 2.852 0.863
H23 6.336 2.193 2.436
H24 4.226 1.343 0.758
H25 4.008 1.516 3.877
H26 4.884 0.357 3.024
H27 2.634 -1.703 3.613
H28 1.670 -0.603 4.449
H29 3.422 -0.674 4.800
H30 3.237 3.300 0.797
H31 3.058 3.397 2.358

## Properties
**LUMO energy (alpha / beta)**: -0.3125 / -0.3154 eV
**Spin multiplicity**: 2
**Expectation value of S²**: 0.754
**HOMO level (alpha / beta)**: -3.3 / -3.3 eV
**Charge**: -1
**Frontier orbital gap (alpha / beta)**: 3.0 / 3.0 eV
**ΔE to the lowest compared entry with this formula, charge and spin**: 719.0 kJ/mol

7.
Molecular formula: C2H6N2O
Method: DFT, the ωB97M-V functional and the def2-TZVPD basis

Element x y z (Å)
H1 -1.613 1.950 0.162
N1 -0.798 1.370 0.035
C1 0.281 1.567 0.643
N2 1.172 0.532 0.846
H2 0.671 2.461 1.162
H3 2.017 0.774 1.318
H4 1.155 -0.257 0.221
C2 -0.764 -1.591 -1.135
O1 0.110 -1.929 -0.375
H5 -0.692 -0.648 -1.688
H6 -1.640 -2.261 -1.220

## Properties
**LUMO energy**: 1.0711 eV
**Spin multiplicity**: 1
**HOMO level**: -9.1 eV
**Frontier orbital gap**: 10.2 eV
**ΔE to the lowest compared entry with this formula, charge and spin**: 196.9 kJ/mol
**SMILES**: [H]/N=C/N.C=O

8.
Molecular formula: C20H22Cl2N
Method: DFT, the ωB97M-V functional and the def2-TZVPD basis

Element x y z (Å)
C1 1.338 0.843 -2.760
C2 1.058 0.875 -1.252
N1 0.496 -0.450 -0.756
C3 1.491 -1.610 -1.145
C4 1.757 -1.629 -2.666
C5 0.956 -0.515 -3.330
C6 -0.525 -0.747 -3.049
C7 -0.787 -0.710 -1.542
H1 0.734 1.635 -3.226
H2 2.383 1.113 -2.941
H3 1.934 1.126 -0.644
H4 0.290 1.614 -0.994
H5 2.404 -1.477 -0.538
H6 1.022 -2.546 -0.792
H7 2.837 -1.544 -2.838
H8 1.471 -2.617 -3.052
H9 1.138 -0.533 -4.391
H10 -1.136 0.032 -3.512
H11 -0.880 -1.701 -3.446
H12 -1.222 -1.638 -1.146
H13 -1.472 0.095 -1.244
Cl1 3.003 4.493 3.364
C8 2.077 3.171 2.742
C9 2.708 1.939 2.534
C10 1.965 0.883 2.034
C11 0.595 1.036 1.718
C12 -0.010 -0.193 1.145
C13 -1.388 -0.611 1.446
C14 -1.589 -2.009 1.330
C15 -2.862 -2.550 1.369
C16 -3.960 -1.693 1.527
Cl2 -5.554 -2.350 1.529
C17 -3.776 -0.319 1.760
C18 -2.486 0.213 1.784
C19 -0.042 2.289 1.918
C20 0.700 3.327 2.502
H14 3.760 1.800 2.788
H15 2.454 -0.058 1.810
H16 0.660 -1.026 1.288
H17 -0.741 -2.650 1.123
H18 -3.005 -3.626 1.292
H19 -4.651 0.304 1.963
H20 -2.358 1.263 1.983
H21 -1.014 2.482 1.522
H22 0.227 4.268 2.797

## Properties
**LUMO energy**: -4.0828 eV
**Spin multiplicity**: 1
**HOMO level**: -12.1 eV
**Charge**: +1
**Frontier orbital gap**: 8.0 eV

9.
Molecular formula: C2H3NS3
Method: DFT, the ωB97M-V functional and the def2-TZVPD basis

Element x y z (Å)
C1 2.876 -0.316 -0.206
C2 -2.023 -0.510 0.523
N1 -0.357 0.926 -0.447
S1 1.820 -1.410 -0.418
S2 3.646 0.867 0.375
S3 -1.805 0.447 -0.759
H1 -2.984 -1.016 0.812
H2 -1.273 -0.516 1.332
H3 0.100 1.528 -1.211

## Properties
**LUMO energy (alpha / beta)**: -0.1718 / -0.1719 eV
**Spin multiplicity**: 1
**HOMO level (alpha / beta)**: -8.5 / -8.5 eV
**Frontier orbital gap (alpha / beta)**: 8.3 / 8.3 eV
**ΔE to the lowest compared entry with this formula, charge and spin**: 246.6 kJ/mol

10.
Molecular formula: CH6N4S
Method: DFT, the ωB97M-V functional and the def2-TZVPD basis

Element x y z (Å)
H1 1.398 -2.350 0.338
N1 1.718 -1.506 -0.154
C1 0.817 -0.575 0.011
N2 1.173 0.705 -0.434
N3 0.863 1.886 0.227
N4 -0.494 -0.657 0.604
S1 -1.851 0.023 -0.143
H2 2.117 0.670 -0.853
H3 1.073 1.845 1.220
H4 -0.109 2.142 0.096
H5 -0.651 -1.550 1.019
H6 -1.942 -0.664 -1.305

## Properties
**LUMO energy**: 0.6601 eV
**Spin multiplicity**: 1
**HOMO level**: -9.0 eV
**Frontier orbital gap**: 9.6 eV
**ΔE to the lowest compared entry with this formula, charge and spin**: 30.4 kJ/mol
**SMILES**: [H]/N=C(/NN)NS

11.
Molecular formula: C6H6N3O4
Method: DFT, the ωB97M-V functional and the def2-TZVPD basis

Element x y z (Å)
C1 -3.565 -1.432 -0.158
O1 -2.334 -0.806 0.287
C2 -2.100 0.416 -0.278
O2 -2.965 0.960 -0.925
C3 -0.776 0.890 0.020
N1 -0.346 2.078 -0.244
N2 0.906 2.447 -0.071
N3 2.063 1.793 0.107
C4 2.324 0.717 0.610
C5 2.962 -0.331 0.947
C6 3.512 -1.356 -0.262
O3 4.538 -0.950 -0.654
O4 2.787 -2.318 -0.430
H1 -3.616 -2.343 0.566
H2 -3.336 -1.592 -1.152
H3 -4.368 -0.719 -0.042
H4 -0.133 0.014 0.344
H5 1.124 3.298 -0.537
H6 3.324 -0.765 1.871

## Properties
**LUMO energy**: 3.1769 eV
**Spin multiplicity**: 1
**HOMO level**: -4.2 eV
**Charge**: -1
**Frontier orbital gap**: 7.4 eV
**ΔE to the lowest compared entry with this formula, charge and spin**: 84.0 kJ/mol
**SMILES**: COC(=O)/C=N/NN=C=CC(=O)[O-]

12.
Molecular formula: C20H20FN4OPdS3
Method: DFT, the ωB97M-V functional and the def2-TZVPD basis

Element x y z (Å)
Pd1 0.535 -0.090 -0.719
N1 -2.269 -2.098 -1.206
C1 -1.087 -2.631 -1.598
N2 0.045 -1.975 -1.570
C2 1.073 -2.716 -2.135
C3 0.703 -3.942 -2.571
S1 -0.978 -4.203 -2.291
C4 2.410 -2.127 -2.207
C5 3.526 -2.704 -2.717
S2 4.861 -1.618 -2.592
C6 3.816 -0.449 -1.865
N3 2.584 -0.846 -1.718
N4 4.254 0.769 -1.447
H1 -2.231 -1.238 -0.676
H2 -3.036 -2.715 -1.000
H3 1.312 -4.696 -3.035
H4 3.645 -3.680 -3.149
H5 5.134 1.102 -1.803
H6 3.537 1.475 -1.354
F1 0.845 -1.459 5.060
C7 0.762 -1.252 3.735
C8 -0.461 -1.410 3.115
C9 -0.555 -1.195 1.746
C10 0.575 -0.808 1.034
C11 1.814 -0.707 1.670
C12 1.905 -0.907 3.040
H7 -1.321 -1.705 3.701
H8 -1.523 -1.302 1.273
H9 2.705 -0.466 1.100
H10 2.846 -0.821 3.565
C13 -2.282 2.200 3.649
C14 -2.037 2.121 2.172
C15 -0.809 2.479 1.632
C16 -0.570 2.380 0.267
C17 -1.580 1.912 -0.568
C18 -2.818 1.545 -0.050
C19 -3.039 1.660 1.311
S3 -1.227 1.693 -2.307
C20 -1.696 3.282 -2.984
O1 0.275 1.664 -2.362
H11 -1.626 2.929 4.120
H12 -2.088 1.233 4.117
H13 -3.313 2.473 3.864
H14 -0.025 2.843 2.284
H15 0.379 2.690 -0.160
H16 -3.600 1.179 -0.707
H17 -4.004 1.391 1.722
H18 -1.181 4.081 -2.454
H19 -2.776 3.392 -2.897
H20 -1.408 3.265 -4.033

## Properties
**LUMO energy**: -3.1932 eV
**Spin multiplicity**: 1
**HOMO level**: -10.7 eV
**Charge**: +1
**Frontier orbital gap**: 7.5 eV
**ΔE to the lowest compared entry with this formula, charge and spin**: 48.5 kJ/mol